[1]
# C51H115N6O

7 unconnected molecules or ions with the total composition C51H115N6O in a non-equilibrium geometry (the ωB97M-V functional and the def2-TZVPD basis, the Open Molecules 2025 dataset).

Computed properties:
maximum force: 2.3 eV Å⁻¹
highest occupied orbital energy: -0.6242 Ha
total charge: +5
energy above the lowest of the compared OMol25 structures with the same formula, charge and spin: 0.0 kcal per mole
HOMO-LUMO gap: 7.82 eV
energy: -65690.953 eV

Geometry (Å):
C1 -0.924 -0.455 1.141
C2 -0.063 -0.484 -0.106
C3 -0.355 0.705 -1.044
O1 1.298 -0.663 0.103
H1 -1.938 -0.469 0.723
H2 -0.721 0.407 1.783
H3 -0.778 -1.384 1.697
H4 -0.482 -1.383 -0.623
H5 0.184 0.675 -1.991
H6 -0.100 1.627 -0.518
H7 -1.407 0.734 -1.360
C4 5.818 7.148 -4.396
C5 4.331 6.738 -4.272
C6 4.294 5.356 -3.616
N1 2.924 4.850 -3.232
C7 2.085 4.795 -4.469
C8 2.216 5.476 -2.061
C9 1.124 4.522 -1.556
C10 1.762 3.147 -1.892
C11 3.068 3.480 -2.587
H8 6.255 7.219 -3.403
H9 5.838 8.099 -4.929
H10 6.426 6.520 -5.050
H11 3.873 6.742 -5.260
H12 3.904 7.533 -3.659
H13 4.978 5.381 -2.768
H14 4.679 4.633 -4.336
H15 2.568 4.333 -5.327
H16 1.819 5.810 -4.753
H17 1.168 4.230 -4.303
H18 1.748 6.428 -2.317
H19 2.997 5.710 -1.338
H20 0.254 4.885 -2.099
H21 0.966 4.704 -0.498
H22 1.106 2.577 -2.542
H23 1.984 2.616 -0.969
H24 3.352 2.713 -3.315
H25 3.972 3.491 -1.976
C12 1.007 1.672 3.852
C13 1.893 0.538 4.330
C14 1.349 -0.844 4.021
N2 2.428 -1.936 3.994
C15 3.139 -2.008 5.345
C16 3.452 -1.734 2.869
C17 3.417 -3.003 1.987
C18 2.974 -4.008 3.040
C19 1.819 -3.290 3.664
H26 0.042 1.681 4.362
H27 0.898 1.631 2.769
H28 1.484 2.623 4.093
H29 2.299 0.639 5.340
H30 2.880 0.632 3.854
H31 0.889 -1.046 3.054
H32 0.697 -1.222 4.810
H33 3.649 -1.077 5.558
H34 3.877 -2.796 5.224
H35 2.369 -2.329 6.040
H36 4.446 -1.576 3.287
H37 3.258 -0.793 2.356
H38 4.402 -3.312 1.640
H39 2.708 -2.849 1.172
H40 3.802 -4.176 3.728
H41 2.623 -5.005 2.759
H42 1.481 -3.775 4.583
H43 0.940 -3.109 3.050
C20 -0.829 4.107 1.383
C21 -2.207 4.083 0.750
C22 -2.280 4.903 -0.580
N3 -3.655 5.061 -1.201
C23 -3.954 3.804 -1.980
C24 -4.647 5.452 -0.109
C25 -5.864 5.908 -0.892
C26 -5.377 6.471 -2.194
C27 -3.847 6.224 -2.210
H44 -0.309 5.057 1.245
H45 -0.187 3.372 0.896
H46 -0.902 3.887 2.446
H47 -3.044 4.300 1.413
H48 -2.444 3.018 0.613
H49 -1.722 4.313 -1.304
H50 -1.909 5.912 -0.407
H51 -3.373 3.767 -2.894
H52 -5.025 3.787 -2.172
H53 -3.760 2.924 -1.366
H54 -4.875 4.668 0.601
H55 -4.201 6.350 0.324
H56 -6.482 5.007 -0.955
H57 -6.423 6.620 -0.285
H58 -5.799 6.063 -3.108
H59 -5.532 7.549 -2.232
H60 -3.649 5.897 -3.227
H61 -3.224 7.055 -1.893
C28 -8.194 -2.121 3.984
C29 -6.904 -2.469 4.751
C30 -5.732 -2.383 3.772
N4 -4.343 -2.510 4.389
C31 -4.065 -3.964 4.619
C32 -4.022 -1.663 5.623
C33 -2.498 -1.689 5.708
C34 -1.996 -1.830 4.291
C35 -3.289 -1.982 3.431
H62 -8.016 -2.303 2.922
H63 -8.375 -1.061 4.150
H64 -9.090 -2.678 4.239
H65 -6.879 -3.414 5.300
H66 -6.687 -1.786 5.579
H67 -5.693 -1.423 3.257
H68 -5.870 -3.183 3.044
H69 -3.714 -4.455 3.709
H70 -4.950 -4.565 4.829
H71 -3.344 -4.142 5.412
H72 -4.470 -2.113 6.510
H73 -4.585 -0.745 5.463
H74 -2.081 -2.434 6.384
H75 -2.111 -0.750 6.106
H76 -1.271 -2.612 4.078
H77 -1.612 -0.864 3.966
H78 -3.221 -2.623 2.554
H79 -3.681 -1.033 3.069
C36 5.187 -1.785 -6.495
C37 4.272 -1.133 -5.444
C38 4.481 -1.816 -4.114
N5 3.410 -1.518 -3.051
C39 2.089 -2.071 -3.469
C40 3.338 -0.043 -2.688
C41 4.441 0.279 -1.705
C42 4.582 -1.025 -0.920
C43 3.959 -2.174 -1.782
H80 4.646 -2.639 -6.900
H81 6.184 -2.037 -6.135
H82 5.372 -1.093 -7.317
H83 3.251 -1.094 -5.826
H84 4.544 -0.072 -5.408
H85 5.442 -1.581 -3.659
H86 4.484 -2.891 -4.310
H87 1.382 -1.970 -2.647
H88 2.276 -3.130 -3.642
H89 1.773 -1.542 -4.361
H90 2.366 0.112 -2.213
H91 3.315 0.448 -3.662
H92 3.971 1.043 -1.084
H93 5.336 0.677 -2.176
H94 3.920 -0.998 -0.056
H95 5.622 -1.262 -0.716
H96 3.041 -2.522 -1.306
H97 4.679 -2.988 -1.798
C44 -2.875 -3.907 -3.220
C45 -2.820 -3.997 -1.677
C46 -2.239 -5.264 -1.080
N6 -1.072 -5.112 -0.119
C47 -1.347 -4.184 1.049
C48 0.164 -4.519 -0.859
C49 1.208 -5.643 -0.854
C50 0.462 -6.954 -0.591
C51 -0.586 -6.437 0.416
H98 -3.005 -4.882 -3.687
H99 -1.934 -3.510 -3.604
H100 -3.655 -3.228 -3.554
H101 -3.756 -3.827 -1.144
H102 -2.223 -3.116 -1.412
H103 -1.904 -6.001 -1.813
H104 -2.942 -5.844 -0.479
H105 -2.146 -4.618 1.646
H106 -1.681 -3.314 0.485
H107 -0.460 -3.977 1.635
H108 0.475 -3.591 -0.378
H109 -0.148 -4.265 -1.872
H110 1.886 -5.425 -0.027
H111 1.784 -5.725 -1.775
H112 1.035 -7.762 -0.148
H113 -0.100 -7.310 -1.453
H114 -0.294 -6.361 1.462
H115 -1.424 -7.137 0.464

=====

[2]
# C51H117O37P7

10 unconnected molecules or ions with the total composition C51H117O37P7 in a non-equilibrium geometry (the ωB97M-V functional and the def2-TZVPD basis, the Open Molecules 2025 dataset).

Computed properties:
SMILES: CCOP(=O)(OCC)OCC.CCOP(=O)(OCC)OCC.CCOP(=O)(OCC)OCC.CCOP(=O)(OCC)OCC.CCOP(=O)(OCC)OCC.CCOP(=O)(OCC)OCC.CCOP(=O)(OCC)OCC.O=C1OCCO1.O=C1OCCO1.O=C1OCCO1
maximum force: 4.8 eV Å⁻¹
highest occupied orbital energy: -0.3740 Ha
energy above the lowest of the compared OMol25 structures with the same formula, charge and spin: 9.0 kcal per mole
HOMO-LUMO gap: 10.42 eV
energy: -195579.025 eV

Geometry (Å):
C1 -16.324 -22.191 7.101
C2 -16.400 -23.743 7.075
O1 -16.362 -24.387 5.735
P1 -17.663 -25.097 5.124
O2 -18.753 -24.175 4.663
O3 -17.006 -25.904 3.850
C3 -16.914 -25.326 2.586
C4 -16.837 -26.376 1.517
O4 -17.952 -26.190 6.213
C5 -19.123 -26.940 6.052
C6 -18.735 -28.246 5.485
H1 -15.444 -21.820 6.576
H2 -17.216 -21.736 6.671
H3 -16.278 -21.912 8.154
H4 -15.582 -24.260 7.577
H5 -17.300 -24.145 7.541
H6 -17.776 -24.697 2.365
H7 -16.085 -24.624 2.502
H8 -16.280 -26.032 0.646
H9 -16.417 -27.311 1.889
H10 -17.880 -26.586 1.281
H11 -19.636 -27.030 7.009
H12 -19.820 -26.562 5.304
H13 -19.572 -28.890 5.217
H14 -18.250 -28.120 4.517
H15 -18.031 -28.787 6.117
C7 -18.438 -18.672 -1.349
C8 -18.300 -19.283 0.017
O5 -17.554 -18.505 0.974
P2 -18.268 -17.467 2.039
O6 -17.247 -16.661 2.763
O7 -19.289 -18.331 2.945
C9 -19.623 -18.075 4.326
C10 -18.768 -18.953 5.249
O8 -19.213 -16.727 0.981
C11 -20.356 -16.048 1.485
C12 -20.291 -14.536 1.086
H16 -17.431 -18.276 -1.477
H17 -18.612 -19.305 -2.219
H18 -18.987 -17.740 -1.212
H19 -19.258 -19.534 0.471
H20 -17.773 -20.237 -0.005
H21 -19.536 -17.003 4.503
H22 -20.683 -18.310 4.424
H23 -18.970 -18.731 6.297
H24 -18.916 -20.009 5.021
H25 -17.716 -18.679 5.166
H26 -21.318 -16.521 1.289
H27 -20.431 -16.077 2.572
H28 -20.456 -14.459 0.011
H29 -20.872 -13.812 1.657
H30 -19.305 -14.119 1.289
C13 -16.039 -23.904 12.539
C14 -16.801 -23.006 11.594
O9 -16.174 -21.778 11.705
P3 -16.588 -20.550 12.675
O10 -17.355 -21.036 13.840
O11 -15.193 -19.633 12.857
C15 -14.149 -20.063 13.696
C16 -13.367 -18.846 14.383
O12 -17.602 -19.716 11.715
C17 -17.115 -19.176 10.507
C18 -18.385 -18.777 9.775
H31 -16.535 -24.865 12.676
H32 -15.007 -23.939 12.191
H33 -16.122 -23.459 13.531
H34 -16.689 -23.304 10.552
H35 -17.853 -22.967 11.874
H36 -14.472 -20.594 14.591
H37 -13.494 -20.676 13.076
H38 -12.689 -18.391 13.661
H39 -14.197 -18.178 14.618
H40 -12.820 -19.143 15.277
H41 -16.449 -18.332 10.689
H42 -16.608 -19.925 9.899
H43 -18.192 -18.144 8.909
H44 -18.851 -19.661 9.340
H45 -19.073 -18.269 10.452
C19 -24.629 -22.021 4.711
C20 -25.447 -22.861 3.760
O13 -26.619 -22.179 3.329
P4 -27.891 -23.079 2.768
O14 -28.345 -24.152 3.694
O15 -28.959 -21.909 2.534
C21 -30.372 -22.192 2.660
C22 -30.920 -22.300 4.109
O16 -27.353 -23.477 1.286
C23 -27.196 -22.498 0.278
C24 -28.476 -22.302 -0.537
H46 -24.128 -22.662 5.437
H47 -23.835 -21.535 4.143
H48 -25.197 -21.244 5.222
H49 -24.899 -23.189 2.877
H50 -25.711 -23.713 4.386
H51 -30.915 -21.439 2.089
H52 -30.527 -23.122 2.112
H53 -31.869 -22.832 4.050
H54 -30.159 -22.932 4.566
H55 -30.905 -21.394 4.716
H56 -26.821 -21.586 0.741
H57 -26.409 -22.992 -0.291
H58 -28.385 -21.426 -1.179
H59 -28.686 -23.182 -1.145
H60 -29.364 -22.122 0.068
C25 -21.667 -14.653 12.533
C26 -21.892 -15.465 13.862
O17 -21.595 -16.907 13.538
P5 -22.822 -17.915 13.609
O18 -23.475 -17.906 14.992
O19 -23.786 -17.610 12.330
C27 -25.100 -17.204 12.553
C28 -25.993 -18.505 12.730
O20 -22.173 -19.391 13.267
C29 -21.442 -19.557 12.052
C30 -20.797 -20.939 12.085
H61 -22.303 -14.976 11.709
H62 -21.786 -13.580 12.686
H63 -20.681 -14.927 12.159
H64 -21.121 -15.081 14.531
H65 -22.831 -15.337 14.399
H66 -25.209 -16.567 13.431
H67 -25.463 -16.584 11.733
H68 -26.991 -18.189 13.034
H69 -26.233 -19.035 11.808
H70 -25.584 -19.198 13.465
H71 -22.110 -19.570 11.190
H72 -20.677 -18.780 12.034
H73 -21.517 -21.699 12.389
H74 -20.281 -21.207 11.163
H75 -20.082 -20.815 12.898
C31 -23.100 -14.744 4.652
C32 -23.890 -15.932 4.210
O21 -24.501 -16.483 5.386
P6 -23.681 -17.607 6.194
O22 -22.835 -18.436 5.335
O23 -24.836 -18.428 6.883
C33 -25.827 -17.855 7.650
C34 -25.691 -18.243 9.133
O24 -23.006 -16.809 7.435
C35 -22.211 -17.455 8.471
C36 -21.971 -16.513 9.609
H76 -22.268 -14.904 5.338
H77 -22.728 -14.268 3.744
H78 -23.831 -14.136 5.185
H79 -24.752 -15.738 3.571
H80 -23.380 -16.615 3.532
H81 -25.904 -16.774 7.529
H82 -26.808 -18.176 7.297
H83 -25.404 -19.280 9.310
H84 -24.846 -17.706 9.565
H85 -26.642 -18.126 9.652
H86 -22.715 -18.346 8.845
H87 -21.345 -17.790 7.900
H88 -21.512 -15.579 9.283
H89 -22.958 -16.300 10.019
H90 -21.359 -16.758 10.477
C37 -17.165 -26.906 9.735
C38 -18.501 -26.183 10.007
O25 -19.290 -26.751 10.936
P7 -19.882 -28.235 10.707
O26 -20.281 -28.529 9.286
O27 -18.762 -29.161 11.423
C39 -18.423 -29.047 12.826
C40 -18.041 -30.483 13.291
O28 -21.120 -28.313 11.820
C41 -21.636 -29.555 12.217
C42 -22.992 -29.444 12.943
H91 -16.594 -27.309 10.572
H92 -17.332 -27.795 9.127
H93 -16.457 -26.300 9.169
H94 -18.429 -25.122 10.245
H95 -19.101 -26.176 9.097
H96 -17.478 -28.513 12.921
H97 -19.112 -28.688 13.591
H98 -18.025 -30.472 14.381
H99 -18.596 -31.332 12.892
H100 -17.044 -30.724 12.921
H101 -21.803 -30.234 11.380
H102 -20.924 -30.187 12.748
H103 -22.892 -28.720 13.751
H104 -23.786 -28.920 12.410
H105 -23.332 -30.422 13.283
O29 -22.494 -24.499 2.817
C43 -21.776 -23.562 2.506
O30 -21.926 -22.355 2.972
C44 -20.866 -21.506 2.494
C45 -20.015 -22.489 1.689
O31 -20.565 -23.691 1.823
H106 -21.269 -20.772 1.797
H107 -20.345 -21.055 3.339
H108 -18.998 -22.558 2.076
H109 -20.093 -22.191 0.643
O32 -24.810 -22.961 8.605
C46 -25.906 -23.123 8.025
O33 -26.680 -22.105 7.587
C47 -27.946 -22.606 7.164
C48 -27.606 -24.107 6.958
O34 -26.464 -24.288 7.809
H110 -28.629 -22.442 7.998
H111 -28.417 -22.208 6.266
H112 -27.470 -24.531 5.964
H113 -28.515 -24.528 7.388
O35 -19.636 -23.106 8.933
C49 -20.212 -22.670 7.971
O36 -20.432 -23.154 6.764
C50 -21.188 -22.247 6.006
C51 -21.785 -21.304 7.038
O37 -20.848 -21.476 8.098
H114 -20.529 -21.701 5.332
H115 -22.015 -22.650 5.423
H116 -22.826 -21.490 7.300
H117 -21.791 -20.249 6.762

=====

Among the records above, which one has the lowest HOMO-LUMO gap? C51H115N6O